Record 1
A molecular structure, C37H43Cl12FI3NO6S3. Source: the Open Molecules 2025 dataset; level of theory: the ωB97M-V functional and the def2-TZVPD basis.

Computed properties:
Charge: 0
LUMO: -0.2 eV
Highest occupied orbital energy: -8.0969 eV
Frontier orbital gap: 7.907 eV
Electronic energy: -9651.5116 a.u.

CARTESIAN COORDINATES (ANGSTROEM)
1 S -0.042 4.764 0.947
2 C 1.112 -0.601 -2.180
3 C -4.782 5.067 0.327
4 H -2.627 -3.304 2.879
5 C 5.208 3.261 1.416
6 C 1.580 -2.960 1.726
7 I -5.451 3.172 2.598
8 Cl 4.708 7.050 -3.541
9 H 2.298 -3.794 1.693
10 H 2.360 -4.184 -0.546
11 H 3.623 6.197 -1.645
12 H 0.207 -2.589 0.107
13 H -2.405 -7.177 5.661
14 C -2.117 -6.194 5.311
15 H -4.605 4.820 -1.831
16 H 2.177 -0.584 -1.952
17 H -2.650 3.498 -0.855
18 H 4.812 3.085 2.416
19 C 0.542 -1.849 -2.354
20 Cl 1.513 -8.399 0.129
21 H 5.090 2.110 -1.673
22 H -1.695 -3.718 0.384
23 C -2.967 1.627 -1.859
24 C -3.839 0.576 -1.997
25 Cl 6.363 1.376 4.032
26 H -5.988 -0.875 -2.636
27 Cl -1.258 -8.276 -0.725
28 C 4.338 2.673 0.292
29 N -1.728 1.697 -2.534
30 O -4.628 -1.783 0.051
31 H 0.563 -3.590 3.540
32 C 4.879 3.047 -1.132
33 C 0.295 -3.370 2.498
34 O 2.934 2.905 0.434
35 I -5.252 6.596 1.734
36 Cl 0.081 -5.872 0.215
37 C -5.960 -0.632 -1.565
38 H -0.290 3.685 0.163
39 C -0.053 -7.628 0.389
40 H 2.085 -2.167 2.299
41 H 5.850 3.553 -1.056
42 O -3.735 -3.688 0.580
43 C -5.055 0.553 -1.340
44 C -2.252 -2.563 2.160
45 H -0.775 -1.774 3.548
46 I -6.001 -3.773 -1.723
47 C -4.338 5.537 -1.049
48 C -3.325 2.658 -1.010
49 Cl 7.187 -1.060 2.689
50 C 1.282 -2.462 0.285
51 H -1.202 2.479 -2.167
52 H 1.226 3.212 2.220
53 O 3.939 3.784 -1.916
54 H 1.492 -1.388 0.262
55 C 7.699 0.531 3.256
56 C -2.468 -3.025 0.719
57 H 3.054 -2.590 -0.926
58 Cl -1.081 -5.453 6.532
59 C 1.467 4.216 1.861
60 C -5.359 1.593 -0.522
61 C -0.772 -2.218 2.545
62 O 3.939 3.665 -4.125
63 Cl 2.441 8.169 -2.106
64 H 2.144 -3.165 -3.029
65 Cl 5.005 7.875 -0.772
66 H 2.271 1.884 -4.150
67 H 0.713 -3.937 -2.224
68 H 1.678 4.927 2.656
69 H -3.249 5.676 -1.093
70 H -0.374 -7.844 1.400
71 C -5.372 -1.896 -0.866
72 C -3.773 -4.394 -0.643
73 C -0.799 -1.888 -2.637
74 C 2.681 1.929 -3.137
75 C -0.985 0.498 -2.501
76 C -1.548 -0.744 -2.706
77 S 1.246 2.109 -2.005
78 H -2.961 -5.113 -0.752
79 C 0.379 0.560 -2.252
80 Cl -3.579 -5.241 5.070
81 Cl 8.340 1.490 1.917
82 F -6.537 1.606 0.124
83 C -4.851 3.768 0.621
84 H 4.464 1.583 0.358
85 S -3.300 -0.746 -3.080
86 H -0.511 -1.389 1.866
87 H -2.853 -1.650 2.269
88 Cl -1.239 -6.385 3.788
89 H 6.217 2.842 1.284
90 C 3.906 7.190 -1.974
91 H 5.322 4.332 1.195
92 H -2.522 -2.118 0.087
93 H -3.740 -3.656 -1.470
94 H -4.720 -4.934 -0.756
95 O 3.070 5.181 0.398
96 H -6.980 -0.478 -1.199
97 C 2.111 -3.152 -0.819
98 H 8.486 0.395 3.986
99 C 2.599 4.161 0.823
100 H -4.774 6.514 -1.285
101 C 1.413 -3.087 -2.220
102 H -0.020 -4.303 2.002
103 H -1.295 -2.841 -2.815
104 C -4.509 2.668 -0.310
105 H 3.231 0.993 -2.991
106 C 3.574 3.168 -3.094

***

Record 2
A molecular structure, C26H23IN2O2PTi. Source: the Open Molecules 2025 dataset; level of theory: the ωB97M-V functional and the def2-TZVPD basis.

Computed properties:
Charge: +3
LUMO: -10.9 eV
Highest occupied orbital energy: -16.9883 eV
Frontier orbital gap: 6.059 eV
Electronic energy: -2751.9865 a.u.

CARTESIAN COORDINATES (ANGSTROEM)
1 C -1.511 -4.422 0.479
2 H 4.920 -2.953 0.916
3 C 0.145 3.849 0.392
4 H 6.105 -1.088 -0.159
5 O -1.696 1.245 -1.019
6 C -2.753 -3.287 -4.071
7 C 0.864 0.671 2.073
8 H 2.460 -3.012 0.970
9 H -1.263 2.113 4.275
10 C -0.924 1.494 3.453
11 C -0.554 -2.404 -0.495
12 Ti 0.243 1.160 -1.066
13 H -0.240 -3.065 1.525
14 C 0.395 5.124 1.109
15 H -1.601 -5.090 1.323
16 H -2.809 -5.529 -0.796
17 C -2.806 -4.090 -2.970
18 P 0.472 -1.032 -0.063
19 C 2.935 -0.076 -0.672
20 H 2.448 0.760 -1.213
21 H 1.131 2.092 3.650
22 N 1.014 3.069 -0.163
23 H -2.745 4.264 1.378
24 C 4.318 -0.038 -0.712
25 C -1.842 0.674 2.785
26 H 2.528 4.212 0.223
27 H 4.834 0.783 -1.188
28 C 2.970 -2.178 0.505
29 C -0.056 -0.148 1.394
30 C 4.355 -2.144 0.473
31 H 1.922 0.635 1.836
32 H -2.354 5.149 -0.090
33 C 2.249 -1.137 -0.084
34 H -3.432 -4.973 -2.963
35 C -2.055 -3.791 -1.809
36 H 0.035 5.962 0.507
37 C -0.723 -3.273 0.574
38 H -0.168 5.125 2.044
39 H -2.129 -0.764 1.232
40 C -1.265 3.349 0.174
41 C 5.024 -1.086 -0.132
42 N -1.148 2.140 -0.215
43 H -1.841 -1.559 -4.947
44 C -1.419 -0.134 1.754
45 H -3.332 -3.503 -4.958
46 C -1.206 -2.647 -1.753
47 H -3.333 3.662 -0.188
48 C -1.904 -2.173 -4.057
49 C -2.171 -4.660 -0.694
50 C 0.419 1.491 3.100
51 I 0.237 -0.330 -3.353
52 H 1.439 5.308 1.355
53 H -2.879 0.665 3.090
54 C -2.502 4.148 0.318
55 C -1.150 -1.879 -2.949
56 O 2.349 3.321 -0.130

***

Record 3
19 unconnected molecules or ions with the total composition C84H105F9O20. Source: the Open Molecules 2025 dataset; level of theory: the ωB97M-V functional and the def2-TZVPD basis.

Computed properties:
Charge: 0
LUMO: 0.4 eV
Highest occupied orbital energy: -8.8468 eV
Frontier orbital gap: 9.288 eV
Electronic energy: -5667.2995 a.u.

CARTESIAN COORDINATES (ANGSTROEM)
1 C -4.686 5.848 2.445
2 C 3.604 -1.010 2.937
3 H -1.450 -5.689 -2.900
4 O 6.872 -2.349 -0.648
5 O -0.053 0.166 5.197
6 H 0.337 -2.345 4.968
7 H -2.925 -4.837 2.670
8 C 5.392 -0.328 -7.102
9 H 0.439 6.468 -1.655
10 H -5.294 2.040 1.976
11 H 3.306 6.443 2.516
12 H -3.313 -1.481 6.558
13 H -4.916 5.123 -2.550
14 H 1.938 -1.136 -2.493
15 H -0.962 -6.299 -0.507
16 H 0.615 -2.220 -7.058
17 C -3.822 4.955 3.082
18 H -1.935 -5.529 7.470
19 H 1.428 -3.274 0.716
20 H -5.091 -3.037 -7.063
21 C -0.925 5.034 -0.700
22 H -4.600 6.885 2.658
23 C 3.351 0.300 2.536
24 H 1.455 6.136 4.050
25 C -2.444 -3.886 4.525
26 H 1.867 5.902 -4.916
27 H -1.603 -2.328 0.774
28 C -6.256 -1.845 -1.123
29 H 5.418 2.531 -2.922
30 C 1.568 5.467 3.265
31 C 4.598 1.075 4.491
32 C 1.829 -3.723 -0.213
33 C 2.065 3.022 -6.672
34 H 2.781 0.458 1.623
35 H 3.296 -2.577 -3.804
36 H 5.107 3.293 -1.310
37 C 5.874 -1.808 0.266
38 H -4.232 -1.654 -7.860
39 C 0.462 5.597 -0.957
40 H -6.703 1.659 -5.245
41 H 1.031 5.895 -0.054
42 C 2.021 -3.126 6.177
43 C -0.628 0.917 6.131
44 H -4.286 0.646 -2.686
45 C -6.343 2.637 -5.596
46 H 0.604 1.414 -6.551
47 F -1.721 -3.044 6.677
48 C 1.999 -5.221 0.072
49 C -5.070 3.123 2.027
50 C 2.093 -2.479 -5.548
51 H 5.616 -0.377 5.711
52 H 1.009 4.809 -1.450
53 C -5.255 -1.160 -0.229
54 H -2.711 6.081 -0.146
55 H 2.747 -5.349 3.100
56 H -4.511 -2.626 1.012
57 C -4.372 -1.351 6.319
58 C 8.101 -0.381 -3.214
59 H 0.865 -3.898 3.054
60 H -6.669 3.742 0.642
61 H -5.004 -1.160 7.135
62 H -4.573 -2.294 5.865
63 H 2.549 -7.106 -0.639
64 H 3.563 -5.874 -1.344
65 H -2.445 2.189 -0.432
66 C 4.908 -0.230 4.866
67 C -1.770 5.757 0.357
68 F -6.353 6.307 0.846
69 C -1.683 -3.586 -2.257
70 O -5.489 -1.200 -6.252
71 C 1.499 -3.800 3.932
72 H 0.503 2.747 8.532
73 H -3.417 2.840 3.324
74 C -2.206 -5.390 6.427
75 C 4.423 -1.293 4.068
76 C 2.648 -4.637 3.928
77 H -0.877 -0.782 -5.591
78 H -4.497 1.357 6.714
79 C -4.913 1.096 5.739
80 H -6.039 1.109 5.802
81 H 3.609 2.356 3.127
82 H -3.028 -7.106 3.576
83 H -5.490 2.627 -6.247
84 H 5.924 0.581 -7.389
85 O 6.175 -1.033 -6.130
86 C 3.843 1.318 3.326
87 C 3.594 1.899 -1.932
88 H -5.997 -1.860 -8.160
89 C 0.898 -2.020 -6.077
90 C 2.078 3.557 1.278
91 F -0.390 -0.207 -3.131
92 H -1.085 -4.835 1.272
93 C -2.245 0.951 1.282
94 H -2.953 -0.316 -3.601
95 H -6.328 -2.912 -0.970
96 C -6.393 2.819 -3.279
97 H 6.175 -3.161 -4.174
98 C -1.745 -2.628 -1.233
99 C 2.616 2.751 -2.702
100 C 1.414 0.363 4.895
101 F 0.662 -1.125 2.220
102 O -3.893 -0.419 4.161
103 C -2.820 -6.241 4.243
104 C 6.525 -0.234 -5.126
105 H -0.220 1.685 -1.275
106 C -2.630 -6.419 5.632
107 C 6.371 -3.048 -1.674
108 C 0.978 2.323 -6.139
109 C 2.576 -6.077 -0.976
110 H 1.744 -2.525 7.035
111 C -3.756 0.471 -3.622
112 C -1.771 1.596 0.140
113 H -4.082 4.023 -1.390
114 H -3.910 3.627 -3.130
115 C -1.606 -3.107 0.034
116 H 2.697 -3.128 -6.171
117 H 6.369 -1.718 1.194
118 O 7.346 -3.446 -2.517
119 O -5.779 3.217 -4.418
120 O 1.758 -5.665 1.170
121 H -3.441 1.344 -4.168
122 C 0.430 -0.907 -4.026
123 H -3.070 5.339 3.750
124 H 7.188 -0.299 -2.486
125 C 1.642 4.926 -5.321
126 H 7.671 -4.084 -4.367
127 H 0.204 2.687 1.984
128 C 1.208 -3.045 5.027
129 C -0.473 1.273 -0.339
130 H 1.491 1.366 4.382
131 H 2.809 -3.244 -0.456
132 F -0.317 4.210 3.991
133 C -1.374 -4.454 0.337
134 H 2.074 0.175 5.782
135 H -7.139 3.317 -6.043
136 C 2.386 -2.212 -4.220
137 C -5.630 5.364 1.554
138 H 3.029 3.709 -3.061
139 C -1.450 -4.959 -2.067
140 H -6.042 -1.591 -2.159
141 C 1.579 -1.386 -3.455
142 C 6.814 -3.944 -3.730
143 H 4.642 -2.386 4.296
144 H 1.158 -3.668 -1.043
145 H -3.273 1.013 1.647
146 H -1.670 -0.313 2.910
147 H 2.373 2.793 0.527
148 H 2.512 2.417 -3.750
149 O 0.155 1.694 6.840
150 H 5.250 -0.912 -8.010
151 H 3.326 4.665 -6.599
152 C 5.033 2.335 -1.905
153 O -4.565 -0.280 -0.648
154 H 5.713 -0.779 -0.070
155 O 7.560 -0.852 -4.525
156 C -1.286 -5.331 -0.701
157 C 0.155 2.968 -5.215
158 C 2.427 4.274 -6.269
159 H -4.598 -1.047 1.872
160 H -0.053 4.776 -4.064
161 C 3.261 -3.784 6.089
162 H 1.928 -6.047 -1.860
163 F 4.737 -5.101 5.002
164 H -2.258 -2.867 4.190
165 C -5.903 4.039 1.339
166 H -7.263 -1.433 -0.876
167 C -2.735 -4.991 3.696
168 C -2.165 -4.136 5.902
169 O 5.230 -3.294 -1.844
170 H 1.699 2.772 -2.206
171 H -2.702 -7.464 5.949
172 H -0.788 2.530 -4.930
173 H 8.782 -1.182 -2.899
174 H 3.731 4.797 0.813
175 C -4.339 -0.213 5.266
176 C 0.575 4.210 -4.758
177 O -3.369 -1.298 -5.736
178 C 3.533 -4.528 4.993
179 C -1.330 0.112 1.963
180 C 0.355 0.355 0.266
181 H -1.975 5.024 1.124
182 H 5.626 1.565 -1.340
183 C -5.175 -1.985 -7.435
184 O -1.341 4.091 -1.303
185 O 3.251 0.856 -1.427
186 H 1.534 -0.460 4.168
187 F 5.133 2.140 5.156
188 C -4.009 3.579 2.825
189 H 3.895 -3.934 6.979
190 O -4.790 -0.186 -4.427
191 O -1.823 0.889 6.308
192 H -1.080 2.977 7.710
193 H 3.168 -1.816 2.348
194 O -7.336 2.112 -3.218
195 H -6.073 -2.085 1.547
196 C 0.699 4.400 3.100
197 H 8.586 0.564 -3.379
198 C -5.108 -1.693 1.130
199 H -0.819 1.521 8.709
200 F -1.889 -3.269 -3.625
201 C 0.950 3.453 2.086
202 C 0.061 -1.191 -5.312
203 C -4.567 4.077 -2.370
204 F 2.865 2.342 -7.643
205 H 1.310 0.068 -0.242
206 H 4.443 0.004 -6.688
207 C 2.645 5.599 2.448
208 H 6.124 -4.791 -3.509
209 H -1.959 -1.578 -1.409
210 C -0.357 2.286 8.065
211 H -4.604 1.913 5.110
212 C -4.463 -0.882 -5.507
213 O -5.815 3.312 -2.161
214 H -1.185 6.611 0.700
215 O 5.974 0.796 -4.824
216 H 4.927 -2.427 0.278
217 C 2.876 4.650 1.380
218 C -0.098 -0.237 1.471

***

- The highest LUMO belongs to which entry?
  C84H105F9O20